No. 1
{"formula": "C2H5N3O3", "method": "ωB97M-V/def2-TZVPD", "symbols": ["H", "C", "O", "H", "H", "O", "N", "H", "H", "C", "N", "O", "N"], "coordinates": [[1.000507, 2.884023, 0.328032], [-0.426154, -0.151115, -0.216842], [1.367333, -0.939279, 0.847536], [1.872829, -0.521919, 0.010914], [-2.822540, -0.798567, 0.768569], [2.387070, 1.364138, -0.127365], [-1.738792, -0.108653, -0.915273], [-0.251644, -2.322367, 0.614589], [-2.165443, 0.765104, -0.282428], [1.216552, 1.770984, 0.144808], [-0.041657, 0.977336, -0.003659], [-2.679199, -1.206674, -0.126244], [0.212201, -1.364532, 0.096234]], "forces_ev_per_angstrom": [[0.21, -1.78, 0.10], [-2.81, -4.86, -0.35], [0.89, -0.15, -3.42], [-0.55, -0.94, 3.17], [0.28, -0.45, -1.15], [-4.45, 1.36, 0.86], [-2.58, 0.07, 5.42], [1.23, 4.11, -2.18], [1.46, -2.41, -3.03], [1.34, -2.19, -1.45], [4.58, 7.05, 0.66], [1.48, 1.63, -0.62], [-1.08, -1.45, 1.99]], "e_above_lowest_kj_mol": 619.8, "smiles": "O=CN=C(NO)NO", "orbital_gap_ev": 9.9, "e_tot_ev": -12761.1774, "lumo_energy_ha": -0.0068}

=====

No. 2
{"formula": "C2H5N3OS", "method": "ωB97M-V/def2-TZVPD", "symbols": ["H", "C", "S", "O", "N", "N", "H", "C", "N", "H", "H", "H"], "coordinates": [[-1.168785, 0.247124, 0.980222], [0.699415, 0.505179, 0.115395], [0.330682, -0.495253, -1.388325], [-1.832901, -1.352191, -0.005323], [0.026341, 1.382333, 2.231427], [1.857934, 1.040217, 0.210644], [0.237545, 2.286495, 1.884590], [-1.177608, -1.354202, -1.017385], [-0.262746, 0.630619, 1.077244], [-1.480946, -1.870931, -1.915291], [2.439720, 0.804958, -0.582651], [0.863223, 0.995877, 2.665658]], "forces_ev_per_angstrom": [[-0.58, -0.48, 0.00], [0.23, -0.18, -0.06], [-0.42, 0.36, 1.06], [0.31, -0.02, -0.49], [-0.53, -1.01, -0.12], [-0.75, -0.19, 0.12], [0.51, 1.14, 0.09], [0.00, 0.57, 0.50], [1.47, 0.24, -0.38], [-0.26, -0.60, -0.50], [0.11, 0.02, -0.05], [-0.09, 0.15, -0.16]], "e_above_lowest_kj_mol": 201.7, "smiles": "[H]/N=C(/NN)SC=O", "orbital_gap_ev": 10.0, "e_tot_ev": -19506.8597, "lumo_energy_ha": 0.0194}

=====

No. 3
{"formula": "C2H5N3OS", "method": "ωB97M-V/def2-TZVPD", "symbols": ["N", "H", "H", "H", "N", "O", "H", "N", "H", "C", "S", "C"], "coordinates": [[-0.919575, -0.811441, 0.773386], [0.216860, -0.207035, 2.570955], [-1.527850, -1.270704, 0.091345], [-0.450559, -0.874073, -2.772714], [0.177023, 0.060317, -1.157246], [0.941942, 0.577981, 0.859555], [-1.400127, 0.401396, -2.398818], [-0.834924, -0.352083, -2.020975], [0.772923, 0.829377, -1.404611], [-0.050985, -0.131110, 0.190081], [2.077954, 1.292767, 3.069511], [0.997319, 0.484608, 2.199530]], "forces_ev_per_angstrom": [[-0.36, -0.36, 0.05], [0.53, 0.45, 0.04], [0.16, 0.23, 0.18], [0.35, -0.50, -0.56], [-0.34, -0.13, 0.24], [-0.09, 0.05, -0.32], [0.17, 0.13, 0.26], [-0.36, 0.23, 0.32], [0.10, 0.19, -0.06], [0.49, 0.29, -0.38], [-0.14, -0.10, -0.07], [-0.51, -0.49, 0.29]], "e_above_lowest_kj_mol": 219.4, "smiles": "[H]/N=C(\\NN)OC=S", "orbital_gap_ev": 9.2, "e_tot_ev": -19506.6767, "lumo_energy_ha": 0.0120}

=====

No. 4
{"formula": "C2H5N3S", "method": "ωB97M-V/def2-TZVPD", "symbols": ["H", "H", "H", "H", "C", "N", "H", "S", "N", "N", "C"], "coordinates": [[1.394958, 0.790343, 1.305799], [1.804123, -1.130315, 1.125955], [1.084119, -1.966315, -0.606399], [0.105289, 1.761964, -0.567501], [-1.676820, 0.572761, -0.352506], [-0.348961, 0.832789, -0.384763], [-2.254172, 1.461307, -0.535739], [-2.647811, -0.608884, 0.322833], [1.655713, -0.029117, 0.678681], [0.316606, -1.401907, -0.747859], [0.566958, -0.282621, -0.238501]], "forces_ev_per_angstrom": [[0.67, -2.10, -0.47], [-0.23, 4.90, -0.87], [1.87, -2.14, 0.62], [-1.31, -1.37, 0.11], [-1.52, 0.78, 1.58], [1.65, -1.17, -0.26], [0.03, 0.51, -0.65], [1.43, 0.44, -0.87], [-1.11, -2.74, 0.54], [-1.69, 2.14, -1.33], [0.22, 0.77, 1.59]], "e_above_lowest_kj_mol": 217.3, "smiles": "[H]/N=C(\\N)NC=S", "orbital_gap_ev": 8.5, "e_tot_ev": -17458.8599, "lumo_energy_ha": 0.0108}

=====

No. 5
{"formula": "C2H5N3S", "method": "ωB97M-V/def2-TZVPD", "symbols": ["C", "N", "N", "C", "N", "H", "H", "H", "H", "S", "H"], "coordinates": [[-0.003179, -2.246412, -0.164999], [0.479576, -1.828564, -1.226865], [-0.702528, -2.306621, 0.813904], [-0.184213, 1.264187, 0.076427], [1.168269, -0.640174, -1.282044], [-0.424928, 1.878103, 0.959787], [-0.657395, -3.006852, 1.577718], [-1.196647, 0.903506, -0.139110], [2.089248, -0.693330, -1.616896], [1.208657, 0.151916, 0.233467], [-0.010740, 1.942258, -0.658171]], "forces_ev_per_angstrom": [[0.82, 1.37, -1.12], [-0.61, -2.25, -0.26], [-1.43, -1.67, 1.49], [-1.82, -0.56, 1.72], [-1.14, 1.58, 1.57], [0.95, -0.47, 0.24], [0.46, 0.84, -0.92], [0.44, -1.08, -0.08], [1.21, -0.62, -0.78], [0.27, 0.82, 0.47], [0.86, 2.02, -2.32]], "e_above_lowest_kj_mol": 339.1, "smiles": "CSNN=C=N", "orbital_gap_ev": 9.5, "e_tot_ev": -17457.5971, "lumo_energy_ha": 0.0303}

=====

No. 6
{"formula": "C2H5N4", "method": "ωB97M-V/def2-TZVPD", "symbols": ["H", "H", "H", "N", "N", "H", "C", "N", "N", "H", "C"], "coordinates": [[2.765372, 0.690002, 0.257363], [-0.128574, -1.710712, 1.848292], [-1.871978, 0.543521, -1.175722], [1.885187, 0.205384, 0.479153], [-0.183852, -0.128492, -0.070578], [1.001024, 1.517447, -0.830374], [0.433014, -1.101604, 1.161793], [-1.426274, -0.259194, -0.654513], [1.621510, -0.781861, 1.275602], [-1.899815, -1.010988, -0.201613], [0.842645, 0.627406, -0.259931]], "forces_ev_per_angstrom": [[-0.04, -1.09, 1.17], [-0.53, -0.28, -0.54], [0.81, -1.38, 1.34], [0.91, 2.78, -2.12], [0.51, -1.97, 3.01], [-0.48, 0.11, -0.71], [-2.86, 1.23, -2.30], [0.88, 1.12, -0.60], [1.67, -0.43, 1.10], [-0.88, 0.09, -0.14], [0.02, -0.19, -0.21]], "e_above_lowest_kj_mol": 202.4, "smiles": "N[n+]1cn[nH]c1", "orbital_gap_ev": 10.6, "e_tot_ev": -8105.6294, "lumo_energy_ha": -0.1361, "total_charge": 1}